No. 1
51
Properties=species:S:1:pos:R:3:forces:R:3 method="wB97M-V/def2-TZVPD" homo_lumo_gap_ha=0.1713 lumo_ev=-9.0856 total_charge=+2
Hf 0.97359 1.26035 -2.43515 -7.0 -2.8 8.3
F -1.05361 2.18957 -2.42243 4.6 -1.6 -0.9
F -0.04991 0.59656 -0.50882 1.4 1.0 -2.5
C -1.00461 -1.47781 -3.26654 -0.8 -1.4 0.0
O -0.11219 -0.63669 -2.94404 1.8 3.0 -0.4
N -1.40170 -1.68662 -4.52302 0.2 0.4 -0.4
N -1.57426 -2.26632 -2.36833 0.2 -0.1 0.4
H -2.11666 -2.37240 -4.69517 0.0 0.0 -0.2
H -0.97679 -1.25160 -5.32379 0.0 0.1 0.1
H -1.30483 -2.34963 -1.39212 0.1 0.2 0.3
H -2.09877 -3.06818 -2.67904 -0.2 0.1 -0.1
C 2.66747 -1.38793 -0.61280 0.3 -0.4 -0.6
O 2.19702 -0.66567 -1.54970 -0.5 2.5 -1.2
N 1.96416 -1.83125 0.40398 -0.9 0.3 -0.1
N 3.90604 -1.86706 -0.69343 0.6 0.2 -0.5
H 2.41781 -2.38517 1.10670 -0.3 0.0 0.2
H 0.99027 -1.57785 0.46175 0.1 -0.1 0.3
H 4.13574 -2.69020 -0.16544 0.3 0.0 0.0
H 4.44982 -1.64750 -1.51171 0.1 -0.1 0.1
C 2.29295 0.79323 2.11521 -1.1 0.1 0.1
O 2.81009 1.18913 1.07820 0.3 0.0 0.4
N 2.83637 0.70615 3.34965 1.0 0.1 -0.1
N 0.97105 0.40037 2.14277 0.6 0.2 -0.4
H 3.76572 1.04320 3.53778 0.0 -0.2 -0.1
H 2.31925 0.25273 4.07651 0.2 0.1 0.3
H 0.45597 0.66888 1.31884 -0.3 -0.4 0.1
H 0.57037 0.12070 3.01554 -0.5 0.2 -0.1
C -1.27509 -2.84586 1.45735 -0.4 -0.5 -1.8
O -1.26055 -3.41637 0.35814 0.4 0.6 -0.1
N -1.29838 -3.52615 2.59753 0.4 -0.6 2.4
N -1.34121 -1.49127 1.55189 0.4 0.1 0.4
H -1.25688 -4.52831 2.68321 -0.2 -0.1 -0.9
H -1.00265 -3.12284 3.47310 -0.3 0.5 -0.2
H -1.52199 -1.05638 2.43905 -0.1 0.1 -0.1
H -1.08013 -0.92293 0.76290 -0.4 0.0 0.0
C -3.93088 0.92376 -0.36902 -1.4 -0.4 0.8
O -5.06777 0.82716 0.06488 0.6 0.1 -0.6
N -3.49813 0.53802 -1.59414 0.7 -0.3 -0.7
N -2.90822 1.39606 0.39839 1.0 0.5 0.7
H -2.52696 0.69927 -1.80040 -0.2 0.1 -0.3
H -4.08947 0.21164 -2.33538 -0.4 0.1 0.3
H -3.09343 1.69480 1.33867 -0.3 -0.1 -0.1
H -1.95760 1.39184 0.07272 0.0 0.0 -0.1
C 1.16972 3.84649 0.01650 -0.1 1.2 2.0
O 1.49411 2.96544 -0.81718 -0.4 -2.2 -3.1
N 1.98072 4.88727 0.21053 0.7 -0.3 -0.9
N 0.10582 3.80315 0.83348 -0.1 -1.5 -0.9
H 1.96559 5.42999 1.05651 0.0 0.0 0.0
H 2.84833 4.79728 -0.29664 0.1 0.5 0.2
H -0.32619 2.89713 0.92249 -0.4 0.2 0.0
H -0.15911 4.54179 1.46005 0.1 0.1 0.0

No. 2
73
Properties=species:S:1:pos:R:3:forces:R:3 method="wB97M-V/def2-TZVPD" s2=6.07 homo_lumo_gap_ha="0.2447 / 0.1304" multiplicity=5 lumo_ev="-8.8636 / -12.2763" total_charge=+3
Pd 0.76423 -0.81099 -0.03483 0.3 -0.2 -0.4
C 0.88738 -0.18425 4.34872 0.0 0.0 0.0
C 0.65237 -1.45560 4.84978 0.0 0.0 0.0
C 0.41962 -2.50072 3.97003 0.0 0.0 0.0
C 0.42733 -2.25342 2.60401 0.0 0.0 0.0
N 0.67621 -1.02236 2.13371 -0.2 0.1 0.0
C 0.89013 -0.01088 2.97714 0.0 0.0 0.0
C 0.16947 -3.30908 1.58489 0.0 0.0 0.0
C -0.28924 -4.57400 1.92233 0.0 0.0 0.0
C -0.51573 -5.50545 0.92126 0.0 0.0 0.0
C -0.27960 -5.15055 -0.39609 0.0 0.0 0.0
C 0.16950 -3.86929 -0.65717 0.0 0.0 0.0
N 0.38791 -2.97091 0.30256 0.0 0.0 0.0
H 1.06603 0.65642 5.00377 0.0 0.0 0.0
H 0.65114 -1.63524 5.91648 0.0 0.0 0.0
H 0.24428 -3.49498 4.35211 0.0 0.0 0.0
H 1.05566 0.95790 2.51974 0.0 0.0 0.0
H -0.47981 -4.83627 2.95198 0.0 0.0 0.0
H -0.87402 -6.49513 1.17039 0.0 0.0 0.0
H -0.43985 -5.84651 -1.20686 0.0 0.0 0.0
H 0.37163 -3.54660 -1.67070 0.0 0.0 0.0
S 6.63568 -0.05276 -4.95760 0.0 0.0 0.0
N 5.08896 -0.20311 -5.26192 0.0 0.0 0.0
C 4.47252 -0.35720 -4.08361 0.0 0.0 0.0
C 3.08762 -0.53171 -3.88035 0.0 0.0 0.0
C 2.15231 -0.57305 -4.93511 0.0 0.0 0.0
C 0.82648 -0.75621 -4.62776 0.0 0.0 0.0
C 0.46726 -0.89521 -3.28757 0.0 0.0 0.0
N 1.35057 -0.87068 -2.27926 0.0 0.2 0.1
C 2.63337 -0.68310 -2.54601 0.0 0.0 0.0
C 3.57789 -0.64560 -1.39773 0.0 0.0 0.0
N 3.06570 -0.77962 -0.17645 0.0 -0.1 0.1
C 3.89340 -0.77330 0.87223 0.0 0.0 0.0
C 5.26903 -0.62443 0.75810 0.0 0.0 0.0
C 5.81428 -0.47144 -0.50082 0.0 0.0 0.0
C 4.95375 -0.48351 -1.60087 0.0 0.0 0.0
C 5.41617 -0.33488 -2.95669 0.0 0.0 0.0
N 6.66117 -0.16935 -3.34177 0.0 0.0 0.0
H 2.49365 -0.46017 -5.95635 0.0 0.0 0.0
H 0.06792 -0.79400 -5.39625 0.0 0.0 0.0
H -0.56750 -1.02021 -2.99262 0.0 0.0 0.0
H 3.42919 -0.89560 1.84267 0.0 0.0 0.0
H 5.88927 -0.62979 1.64286 0.0 0.0 0.0
H 6.87958 -0.34699 -0.64770 0.0 0.0 0.0
Cl -2.98861 0.87653 2.30557 0.2 0.1 -0.1
C -4.09120 0.78505 0.97768 0.0 0.1 0.0
C -4.57595 -0.45357 0.61114 0.0 -0.1 0.0
C -5.56925 -0.55549 -0.35152 0.0 0.0 0.0
C -6.10633 0.57904 -0.94065 0.0 0.0 0.0
C -5.62267 1.81835 -0.57691 0.1 0.0 0.0
Cl -6.27939 3.24238 -1.28462 0.0 0.0 0.0
C -4.58158 1.94766 0.36327 -0.1 -0.2 -0.2
N -4.20817 3.23754 0.73585 0.1 0.1 0.1
C -2.99562 3.78652 1.01539 -0.1 0.0 -0.2
C -3.04156 4.89939 1.90116 0.1 0.0 0.0
C -1.89643 5.54706 2.26510 0.0 0.0 0.0
C -0.67933 5.13702 1.70935 0.0 0.0 0.0
C -0.63333 4.10408 0.77646 0.0 0.0 0.0
C -1.76243 3.40371 0.39855 0.0 0.0 0.0
C -1.66351 2.44261 -0.76119 -0.1 -0.1 0.0
C -0.77055 1.22851 -0.53599 0.0 0.0 0.0
O -1.16440 0.09411 -0.91622 -0.1 0.0 0.4
O 0.37571 1.39109 -0.02679 0.0 0.0 0.0
H -4.19356 -1.33384 1.10786 0.0 0.0 0.0
H -5.95160 -1.52908 -0.62574 0.0 0.0 0.0
H -6.89838 0.50888 -1.67259 0.0 0.0 0.0
H -4.99578 3.87430 0.82729 0.0 0.0 0.1
H -3.99835 5.19461 2.31459 0.0 0.0 0.0
H -1.93271 6.37297 2.96122 0.0 0.0 0.0
H 0.23146 5.65835 1.97224 0.0 0.0 0.0
H 0.30671 3.85540 0.30427 0.0 0.0 0.0
H -1.19607 2.99147 -1.58416 0.0 0.0 0.0
H -2.63000 2.10517 -1.12330 0.0 0.0 0.1